[1]
Molecular formula: C29H33N4ORuSi
Method: DFT, ωB97M-V/def2-TZVPD

Total energy (eV): -49064.17667
E_HOMO (spin up / spin down) (eV): -13.59 / -13.95
Orbital gap (spin up / spin down) (hartree): 0.2761 / 0.2450
ΔE to the lowest compared entry with this formula, charge and spin (kcal/mol): 21.9
⟨S²⟩: 0.798
Maximum force (hartree/bohr): 0.00985

The geometry in ORCA input format:
```
! RIJCOSX wB97M-V def2-TZVPD def2/J DEFGRID3
* xyz 2 2
Ru 0.34 0.43 -0.67
Si -2.32 -0.15 1.20
O 1.14 2.19 0.32
N -0.48 -0.25 1.14
N -0.08 -1.47 -1.57
N -0.18 2.03 -2.39
N 2.11 -0.57 -0.39
C 0.83 -2.40 -1.17
C 2.31 -0.35 3.53
C -2.47 3.17 -3.51
C 0.61 -1.88 4.27
C -1.05 -1.89 -2.36
C 0.72 -3.76 -1.46
C -1.63 3.90 -2.69
C -0.18 -1.53 3.20
C -0.38 -4.18 -2.24
C -3.15 -1.18 -0.11
C 0.31 4.47 0.07
C -2.10 1.87 -3.83
C 4.24 -2.23 0.28
C -1.24 -3.23 -2.72
C 4.36 -0.87 0.36
C 2.01 -1.91 -0.54
C 2.86 -4.20 -0.41
C 1.75 -4.66 -1.01
C -3.18 -0.56 2.81
C 1.86 -1.30 4.46
C -2.73 1.64 0.82
C 1.54 -0.02 2.45
C 0.50 4.22 -1.43
C 0.30 3.21 0.92
C -0.95 1.35 -3.26
C -0.48 3.32 -2.15
C 3.05 -2.79 -0.20
C 3.26 -0.07 0.02
C 0.26 -0.59 2.23
H -2.67 1.28 -4.53
H -1.12 -2.04 3.07
H 0.45 5.19 -1.92
H -0.50 -5.22 -2.48
H -2.07 -3.49 -3.36
H 0.66 3.40 1.93
H 1.62 -5.72 -1.21
H 1.86 2.63 -0.15
H -2.33 1.99 -0.14
H -3.82 1.70 0.74
H -2.85 0.03 3.67
H -1.84 4.94 -2.48
H -3.18 -1.61 3.08
H -2.88 -0.86 -1.11
H -4.22 -0.29 2.62
H 1.11 5.14 0.39
H 1.87 0.76 1.78
H -2.99 -2.25 -0.01
H -3.36 3.61 -3.93
H 0.25 -2.62 4.97
H -4.22 -0.99 -0.01
H 3.65 -4.87 -0.10
H 3.27 0.13 3.68
H -0.69 2.77 0.99
H -0.60 0.37 -3.54
H -0.63 5.01 0.24
H -1.73 -1.14 -2.75
H 3.34 1.01 0.09
H 1.51 3.85 -1.65
H 5.27 -0.39 0.68
H 2.47 -1.56 5.31
H -2.43 2.32 1.61
H 5.06 -2.87 0.56
*
```

[2]
Molecular formula: C29H34BF2N7Os
Method: DFT, ωB97M-V/def2-TZVPD

Total energy (eV): -49620.42002
E_HOMO (spin up / spin down) (eV): -14.71 / -14.69
Orbital gap (spin up / spin down) (hartree): 0.3101 / 0.2073
ΔE to the lowest compared entry with this formula, charge and spin (kcal/mol): 0.0
⟨S²⟩: 6.037
Maximum force (hartree/bohr): 0.03090

The geometry in ORCA input format:
```
! RIJCOSX wB97M-V def2-TZVPD def2/J DEFGRID3
* xyz 2 5
Os -0.26 -0.19 0.05
F -5.47 1.23 0.05
F -4.53 -3.23 -0.92
N -0.13 1.89 -0.15
N 0.62 2.46 0.82
N -0.07 -0.05 2.46
N 0.86 0.88 2.75
N 1.89 -0.12 -0.12
N -0.45 -2.31 -0.20
N 2.42 0.74 0.78
C 2.92 -0.70 -0.78
C -2.29 -0.46 -0.17
C -0.80 -5.03 -0.65
C 2.80 -1.65 -1.93
C -3.24 0.54 0.00
C -1.41 1.35 -2.75
C 0.13 0.10 4.68
C -2.92 -1.16 3.28
C 4.12 -0.20 -0.27
C -0.53 -0.55 3.62
C 0.99 1.00 4.08
C -0.93 3.76 -3.19
C -1.46 2.76 -2.15
C 0.56 -3.18 -0.05
C 0.44 -4.54 -0.25
C -5.04 -1.01 -0.46
C -2.72 -1.78 -0.48
C -0.34 4.11 -0.28
C 3.63 -2.91 -1.66
C -4.10 -2.02 -0.62
C -4.59 0.26 -0.13
C 3.31 -0.95 -3.19
C -1.13 -2.93 3.20
C 3.76 0.70 0.71
C -0.69 2.90 -0.87
C 0.50 3.79 0.77
C -1.86 -4.16 -0.77
C -1.56 -1.60 3.82
C -1.68 -2.80 -0.52
B 1.63 1.68 1.70
H -1.58 3.73 -4.06
H 3.41 -3.35 -0.69
H -1.02 -2.81 2.13
H -2.21 0.72 -2.36
H -0.92 4.78 -2.82
H 1.28 -5.19 -0.11
H -0.64 5.09 -0.58
H -3.67 -1.91 3.52
H -0.20 -3.28 3.63
H -3.23 -0.22 3.72
H 4.33 -0.61 -3.03
H 1.68 1.69 4.51
H 4.37 1.32 1.33
H 0.08 3.49 -3.49
H -1.64 -1.73 4.90
H 5.11 -0.47 -0.57
H 2.36 2.44 2.23
H 1.51 -2.75 0.27
H 4.69 -2.68 -1.69
H 2.70 -0.09 -3.45
H 3.32 -1.64 -4.03
H -0.02 -0.08 5.72
H -2.50 3.04 -1.94
H 1.02 4.42 1.46
H -2.86 -1.05 2.20
H 3.43 -3.65 -2.43
H -0.43 0.89 -2.57
H -2.95 1.56 0.24
H -6.09 -1.21 -0.61
H -0.94 -6.09 -0.83
H -1.54 1.42 -3.83
H -1.89 -3.68 3.39
H 1.74 -1.92 -2.07
H -2.84 -4.53 -1.05
*
```

[3]
Molecular formula: C29H34FHfO5
Method: DFT, ωB97M-V/def2-TZVPD

Total energy (eV): -44884.89074
E_HOMO (spin up / spin down) (eV): -0.43 / -0.42
Orbital gap (spin up / spin down) (hartree): 0.1030 / 0.1029
Maximum force (hartree/bohr): 0.04222

The geometry in ORCA input format:
```
! RIJCOSX wB97M-V def2-TZVPD def2/J DEFGRID3
* xyz -1 1
Hf -0.22 -0.21 2.57
F 0.00 5.14 6.45
O -1.18 -0.90 -5.69
O -0.35 -2.84 -4.94
O -0.65 -0.34 0.73
O 1.82 -0.95 -5.65
O 2.71 -1.44 -3.64
C -0.06 4.04 5.64
C -0.97 -3.38 -6.11
C -0.03 1.66 5.37
C -0.82 0.82 -2.37
C -2.96 -0.33 3.15
C -1.31 -1.42 4.35
C -1.25 2.72 -0.77
C -0.98 -0.67 -1.80
C 1.14 1.93 -1.20
C -0.16 1.80 4.00
C 1.76 -1.11 -4.32
C -2.56 -1.47 2.40
C 2.10 -0.28 1.65
C 1.61 -1.62 1.86
C 0.16 -1.48 -2.41
C 2.21 0.35 2.92
C -0.48 -1.50 -4.88
C 0.37 -0.84 -3.79
C 0.01 2.78 6.22
C -1.51 -2.14 3.11
C -1.28 -1.02 -0.34
C 1.80 -0.58 3.92
C -0.18 4.21 4.27
C 1.45 -1.81 3.27
C 3.11 -1.29 -6.17
C 0.02 0.65 -3.69
C -2.23 -0.32 4.37
C -0.30 1.86 -1.50
C -0.24 3.07 3.44
H 1.88 -0.43 5.00
H -2.19 2.19 -0.56
H 1.55 -2.40 1.10
H -3.09 -1.87 1.53
H -0.66 -4.43 -6.12
H -0.08 -2.55 -2.51
H 0.94 1.25 -3.69
H -0.23 5.22 3.85
H 2.46 0.12 0.70
H -3.75 0.37 2.87
H -0.59 0.91 -4.57
H 3.04 -1.10 -7.24
H 1.25 -2.76 3.76
H -0.35 3.19 2.36
H -1.51 3.63 -1.33
H -2.36 -0.91 -0.19
H 1.65 2.71 -1.80
H 1.09 -1.40 -1.83
H -1.11 -3.13 2.87
H -0.83 3.04 0.19
H 3.31 -2.35 -5.99
H 1.65 0.98 -1.40
H 0.10 2.67 7.30
H -0.61 -2.85 -7.00
H 1.30 2.18 -0.14
H -2.40 0.36 5.20
H 2.62 1.35 3.10
H 3.89 -0.69 -5.70
H -0.74 -1.79 5.21
H -2.06 -3.28 -6.04
H -1.84 1.13 -2.67
H 0.04 0.68 5.84
H -1.87 -1.02 -2.35
H -1.06 -2.09 -0.19
*
```

[4]
Molecular formula: C29H34N4O2
Method: DFT, ωB97M-V/def2-TZVPD

Total energy (eV): -40652.89752
E_HOMO (eV): -6.84
Orbital gap (hartree): 0.2669
ΔE to the lowest compared entry with this formula, charge and spin (kcal/mol): 685.1
Maximum force (hartree/bohr): 0.34242

The geometry in ORCA input format:
```
! RIJCOSX wB97M-V def2-TZVPD def2/J DEFGRID3
* xyz 0 1
O 7.29 -3.19 -0.59
O 0.78 4.94 0.90
N -0.16 1.76 0.96
N 5.57 -0.81 -0.48
N 2.51 3.67 0.11
N -2.52 0.40 0.23
C -4.34 -1.54 1.52
C -1.43 -0.33 0.64
C -2.12 1.37 -0.60
C 0.56 2.66 1.79
C 3.37 -0.03 -0.20
C 3.20 2.40 -0.02
C 5.32 1.50 -0.34
C 7.89 -2.01 -0.83
C -1.38 2.40 0.32
C -6.38 0.37 -2.80
C -4.82 -3.86 1.90
C 4.47 2.60 -0.17
C -3.51 -0.42 -0.47
C -0.63 0.77 1.62
C 2.63 0.97 -0.25
C -4.78 -2.43 2.55
C -6.57 1.73 -0.87
C -3.87 -1.65 0.22
C -4.54 0.07 -0.94
C -5.26 -0.10 -2.12
C -3.82 -2.90 -0.36
C -4.46 -4.09 0.58
C 6.30 -3.18 0.09
C 6.72 -0.95 -1.27
C 1.37 3.82 0.83
C 5.18 -2.43 -0.32
C -7.01 1.20 -2.02
C 4.73 0.06 -0.14
C -5.15 1.01 -0.34
H -7.83 1.89 -2.52
H -4.57 -0.85 -3.02
H -1.98 3.04 1.14
H 7.12 0.15 -1.35
H -1.26 0.89 2.53
H -6.85 2.25 -0.15
H 0.24 0.05 2.14
H -0.86 -0.69 0.07
H 4.40 -2.08 0.34
H -0.98 3.33 -0.44
H -4.54 -5.07 -0.04
H 4.73 -2.55 -1.10
H 6.36 1.83 -0.22
H -4.84 1.23 0.69
H -2.98 2.04 -1.00
H -1.43 1.19 -1.13
H -2.77 -0.95 -1.49
H -1.70 -1.28 1.38
H 3.05 -0.90 -0.35
H 0.12 3.30 2.62
H 2.78 4.58 -0.32
H 8.22 -1.49 -0.02
H 6.67 -2.73 1.26
H 6.49 -1.14 -2.39
H -4.30 -0.49 2.06
H -6.79 0.22 -3.76
H 1.54 0.84 -0.09
H 1.32 2.04 2.19
H 5.00 3.52 -0.02
H 5.90 -4.15 0.46
H -3.64 -3.15 -1.19
H -5.11 -2.25 3.37
H -5.19 -4.61 2.67
H 8.54 -1.82 -1.46
*
```

[5]
Molecular formula: C29H34N4Tc
Method: DFT, ωB97M-V/def2-TZVPD

Total energy (eV): -38768.34590
E_HOMO (spin up / spin down) (eV): -13.27 / -13.74
Orbital gap (spin up / spin down) (hartree): 0.2099 / 0.2412
ΔE to the lowest compared entry with this formula, charge and spin (kcal/mol): 2.9
⟨S²⟩: 0.787
Maximum force (hartree/bohr): 0.03002

The geometry in ORCA input format:
```
! RIJCOSX wB97M-V def2-TZVPD def2/J DEFGRID3
* xyz 2 2
Tc 0.68 0.38 0.21
N -0.62 1.73 -0.65
N 1.33 0.52 -1.63
N 1.73 -1.37 0.42
N -0.59 -0.86 1.09
C -1.29 1.87 -5.07
C 2.28 2.76 1.18
C 1.55 -3.77 0.41
C -0.20 -5.37 1.24
C -1.21 -3.12 1.65
C -3.16 0.31 -0.39
C -1.16 -4.50 1.71
C -1.83 -0.36 1.72
C 0.38 2.53 2.64
C 2.04 0.80 2.59
C 1.09 3.26 1.69
C 1.03 -2.48 0.65
C 2.68 0.07 -2.06
C 0.41 0.96 -2.58
C -0.60 1.79 -1.98
C -0.31 -2.19 1.12
C -0.37 0.87 -4.98
C 0.12 0.55 4.20
C -1.67 2.76 -4.06
C 3.05 -1.34 -1.63
C 0.83 1.29 3.10
C -3.11 -0.50 0.90
C 2.77 1.54 1.65
C -1.38 2.71 -2.72
C 3.09 -1.43 -0.11
C 1.01 -5.02 0.64
C 0.45 0.53 -3.89
C -1.71 2.42 0.06
C -3.10 1.82 -0.21
H 3.63 -0.57 0.28
H -2.37 -0.03 -1.06
H -1.96 -0.86 2.68
H 3.74 1.19 1.33
H 2.85 3.34 0.47
H -0.93 0.85 4.28
H 0.59 0.77 5.16
H 2.44 -0.13 2.99
H -3.28 -1.55 0.66
H 4.04 -1.57 -2.04
H -0.54 2.94 3.06
H 0.17 -0.53 4.06
H 2.53 -3.80 -0.05
H 1.64 -5.85 0.33
H -3.93 -0.19 1.55
H -1.48 2.38 1.12
H -3.75 2.12 0.63
H 2.78 0.16 -3.14
H -0.40 -6.43 1.34
H 3.63 -2.31 0.23
H 3.40 0.76 -1.63
H 0.71 4.22 1.36
H -3.53 2.29 -1.10
H -1.67 0.69 1.96
H -2.31 3.57 -4.36
H -2.11 -2.69 2.06
H -2.03 -4.97 2.17
H 2.34 -2.06 -2.03
H -4.10 0.06 -0.90
H 1.19 -0.22 -4.10
H -1.71 3.49 -0.18
H -1.84 3.49 -2.13
H -0.19 0.29 -5.88
H -1.76 2.01 -6.04
*
```

[6]
Molecular formula: C29H34NO8PbSi
Method: DFT, ωB97M-V/def2-TZVPD

Total energy (eV): -61613.29592
E_HOMO (spin up / spin down) (eV): -10.62 / -10.62
Orbital gap (spin up / spin down) (hartree): 0.1584 / 0.1075
ΔE to the lowest compared entry with this formula, charge and spin (kcal/mol): 0.0
Maximum force (hartree/bohr): 0.07600

The geometry in ORCA input format:
```
! RIJCOSX wB97M-V def2-TZVPD def2/J DEFGRID3
* xyz 1 1
Pb 9.52 12.02 13.57
Si 8.26 14.90 12.23
O 10.69 12.51 18.30
O 10.78 12.40 16.05
O 10.90 11.08 11.77
O 8.09 10.47 11.85
O 8.02 12.65 16.19
O 5.40 10.73 14.67
O 11.65 13.15 12.32
O 7.65 10.47 14.63
N 8.18 13.18 11.99
C 7.22 6.35 12.08
C 14.66 12.99 9.33
C 12.70 12.02 10.43
C 14.38 12.17 8.20
C 8.72 11.86 17.13
C 7.85 9.07 11.95
C 6.54 15.69 12.43
C 6.39 11.31 8.70
C 6.57 10.96 15.01
C 11.71 12.11 11.61
C 6.81 13.34 9.97
C 6.21 7.30 12.18
C 6.89 10.52 9.72
C 9.21 15.24 13.77
C 7.46 11.14 10.84
C 10.17 12.30 17.11
C 11.50 9.99 9.33
C 6.55 8.65 12.17
C 6.68 12.22 15.90
C 7.51 12.58 10.98
C 9.22 15.71 10.72
C 8.86 8.13 11.82
C 14.23 13.74 11.66
C 12.50 11.12 9.38
C 6.30 12.71 8.85
C 8.55 6.81 11.90
C 15.26 12.12 7.00
C 13.85 12.91 10.44
C 13.35 11.25 8.27
H 11.61 12.85 18.16
H 6.32 15.80 13.53
H 6.50 16.68 12.02
H 5.71 15.10 11.99
H 6.93 9.43 9.59
H 9.36 6.02 11.87
H 6.23 12.05 16.87
H 13.96 14.81 11.57
H 5.14 7.12 12.17
H 8.28 12.08 18.14
H 11.36 9.54 10.34
H 8.48 15.98 9.95
H 15.57 13.62 9.35
H 10.47 10.27 9.04
H 7.05 5.29 12.08
H 13.77 13.44 12.60
H 10.02 15.06 10.34
H 8.89 14.68 14.64
H 9.70 16.64 11.04
H 5.87 9.42 12.44
H 13.24 10.56 7.46
H 15.37 13.14 6.63
H 5.85 13.31 8.05
H 6.08 10.91 7.73
H 10.26 15.02 13.56
H 8.63 10.77 16.94
H 14.73 11.47 6.27
H 15.32 13.72 11.71
H 16.25 11.63 7.13
H 6.14 13.07 15.47
H 11.82 9.19 8.65
H 6.86 14.40 10.07
H 9.10 16.32 13.95
H 9.87 8.48 11.62
*
```